No. 1
{
  "formula": "C5H8N2",
  "method": "wB97M-V/def2-TZVPD",
  "de_lowest_kj_mol": 391.5,
  "homo_energy_ev": -8.17,
  "orbital_gap_ev": 8.7584,
  "elements": ["C", "C", "C", "N", "C", "C", "N", "H", "H", "H", "H", "H", "H", "H", "H"],
  "xyz": [[1.907907, -0.199409, -0.420272], [0.683744, 0.303737, -0.520800], [-0.188263, -0.296861, -1.598504], [-1.656000, -0.436805, -1.203381], [-1.674480, -0.352402, 0.032551], [-0.835325, -0.247258, 1.104069], [-0.781959, 0.773761, 2.065740], [2.775251, 0.424205, -0.250705], [2.091458, -1.261401, -0.584028], [0.502680, 1.363394, -0.318805], [0.168548, -1.308100, -1.861385], [-0.020409, 0.346587, -2.485576], [-0.442342, -1.194280, 1.458212], [-1.329609, 0.453024, 2.858158], [-1.201199, 1.631807, 1.724727]],
  "atomic_forces_ev_per_a": [[0.68, -0.16, 0.15], [0.26, 0.48, -1.63], [-0.17, -0.01, -0.22], [0.65, 0.12, 0.65], [0.69, 0.05, -0.43], [-1.34, -0.59, 0.47], [-0.38, -0.02, -0.03], [0.00, -0.09, 0.74], [0.00, 0.26, -0.36], [0.16, -0.22, -0.01], [-0.24, 0.34, 0.06], [-0.57, -0.41, 0.28], [-0.07, -0.07, 0.03], [0.28, 0.35, 0.26], [0.04, -0.03, 0.03]]
}

=====

No. 2
{
  "formula": "H80O40",
  "method": "wB97M-V/def2-TZVPD",
  "de_lowest_kj_mol": 740.3,
  "homo_energy_ev": -10.36,
  "orbital_gap_ev": 9.7940,
  "elements": ["H", "H", "O", "H", "H", "O", "H", "H", "O", "H", "H", "O", "H", "H", "O", "H", "O", "H", "O", "H", "H", "O", "H", "H", "O", "H", "H", "O", "H", "H", "O", "H", "O", "H", "H", "O", "H", "H", "O", "H", "H", "O", "H", "H", "O", "H", "H", "O", "H", "H", "O", "H", "O", "H", "H", "O", "H", "O", "H", "H", "O", "H", "H", "O", "H", "H", "O", "H", "H", "O", "H", "H", "O", "H", "H", "O", "H", "H", "O", "H", "H", "O", "H", "H", "O", "H", "H", "O", "H", "O", "H", "H", "O", "H", "H", "H", "H", "H", "H", "O", "H", "H", "O", "H", "H", "O", "H", "H", "O", "H", "H", "O", "H", "H", "O", "H", "H", "O", "H", "H"],
  "xyz": [[2.071516, 0.735657, 3.827156], [1.746499, 2.120891, 3.732576], [2.543773, 1.587030, 3.628168], [-0.172643, 0.114607, 3.953295], [-1.031719, 1.241663, 4.572598], [-0.247815, 1.058133, 4.032248], [3.421987, 4.122353, 0.566738], [2.141957, 3.286410, 0.647263], [3.176164, 3.206697, 0.566421], [5.071537, -0.730302, 1.952177], [5.754856, -1.443948, 3.290481], [5.756376, -1.290644, 2.335285], [-2.705792, -0.829409, -4.650030], [-4.122767, -1.290650, -3.905508], [-3.275042, -0.863720, -3.915057], [-1.128561, 2.067144, -3.193469], [-1.005496, 1.125837, -3.013900], [-0.922278, -5.137906, 1.657725], [-0.583138, -5.476050, 2.474415], [-3.385501, -3.847610, 3.214786], [-4.538956, -2.849445, 2.688627], [-4.265312, -3.744006, 2.861684], [2.072812, 1.046545, -1.156353], [1.114209, -0.293792, -1.236494], [1.970006, 0.113310, -1.122940], [0.615908, 5.493940, -3.125909], [1.506383, 4.742122, -4.033447], [0.928422, 4.584637, -3.234330], [0.824780, 2.077665, 5.267227], [2.146027, 2.861386, 5.648727], [1.206348, 2.957767, 5.404425], [1.319682, 3.630135, -1.119009], [1.161790, 2.690661, -0.865700], [-0.460297, -3.618200, -2.177548], [0.782677, -4.372819, -2.621943], [-0.007354, -4.479186, -2.078713], [-1.971891, -2.253547, 0.782897], [-1.209346, -2.882229, -0.402771], [-1.897485, -2.242862, -0.203894], [0.656433, -2.340546, 3.989843], [0.719663, -1.608627, 2.552971], [0.519878, -1.530595, 3.504234], [2.907394, -4.444423, 3.739487], [2.412287, -4.544932, 2.368259], [2.291753, -4.967718, 3.222105], [-1.775132, -4.275604, -3.580446], [-3.077857, -4.856645, -2.804050], [-2.697156, -4.216108, -3.391825], [2.867339, 0.172722, 1.527904], [3.588559, 1.251129, 2.188219], [3.759700, 0.534200, 1.542273], [3.212749, -3.551024, -0.782444], [3.419731, -4.334089, -1.333317], [-2.763148, 5.501333, -0.571538], [-1.555195, 5.161163, 0.204402], [-1.985020, 5.931394, -0.188400], [-5.810914, -0.409124, 0.352240], [-4.880388, -0.031535, 0.292854], [-1.740884, 0.560119, 1.010744], [-1.542512, -0.094747, -0.288788], [-1.891453, 0.747757, 0.075699], [3.156916, 3.844229, -2.693430], [4.579075, 4.043300, -2.483729], [3.799705, 4.592902, -2.529597], [1.352307, -5.596660, -0.498441], [2.358064, -6.302371, -1.478145], [1.955846, -6.427354, -0.617525], [-5.347920, -2.602236, -0.639175], [-3.901431, -2.387630, -1.536790], [-4.702462, -2.820312, -1.296152], [0.588392, 2.973946, 2.192495], [-0.252254, 3.388895, 3.348111], [-0.115412, 3.598704, 2.405069], [1.577290, 5.262287, 3.677150], [0.685755, 5.443502, 2.486453], [1.392255, 5.887450, 2.947677], [-3.896773, 0.643228, -2.181196], [-3.732211, 1.093398, -0.868895], [-3.894327, 1.508505, -1.717614], [-2.700984, 3.563914, -1.881743], [-1.946640, 2.497517, -1.190643], [-1.792216, 3.312318, -1.691641], [-0.475006, -0.530367, -5.279906], [-0.837932, -0.459425, -6.619906], [-0.903885, -1.121159, -5.939627], [1.162747, -2.441364, -5.436335], [2.564050, -2.809421, -5.367957], [1.848036, -2.551528, -4.785652], [-2.514705, 3.966938, 1.842377], [-3.172454, 3.293327, 1.536626], [3.967236, -0.864082, -0.639279], [4.847138, -2.058522, -0.722743], [4.068334, -1.729848, -0.239385], [4.056584, -4.798194, -0.741366], [-1.832559, 0.858365, -2.588332], [-4.270556, -0.647805, -0.126298], [0.357029, -5.627160, 2.311089], [0.226195, 2.538978, -1.012518], [-2.755178, 3.083234, 0.697500], [3.470472, -2.428164, 3.169229], [3.675378, -1.663242, 2.623558], [4.001689, -2.336546, 3.952491], [-2.894510, 1.085480, 4.220595], [-3.586868, 0.779804, 4.795049], [-3.122646, 1.759668, 3.591091], [-1.895732, -5.573010, -0.711034], [-2.751567, -5.531772, -0.273735], [-1.860569, -6.533192, -0.524747], [-4.595462, 3.942351, -0.912076], [-4.861020, 3.625783, -0.036583], [-5.204353, 3.341237, -1.364214], [1.009063, 5.440850, -0.719222], [0.061374, 5.457979, -0.975631], [1.445904, 5.739279, -1.529183], [1.734673, -2.717222, 1.158891], [2.219463, -2.393452, 0.386070], [2.633709, -2.819205, 1.548077], [1.735411, 1.766933, -4.688516], [0.995719, 2.279566, -5.051594], [1.253739, 1.285011, -3.977359]],
  "atomic_forces_ev_per_a": [[1.13, 0.47, -0.31], [0.39, 0.86, -0.08], [-1.13, -1.57, 0.28], [0.03, -1.31, -0.07], [-0.25, -0.33, -0.42], [0.30, 1.41, 0.46], [0.43, 0.90, 0.04], [3.01, -0.46, -0.52], [-2.81, -0.15, 0.76], [-0.26, 0.70, 0.59], [-0.36, 0.76, -0.69], [1.49, -0.89, -0.14], [0.36, -0.68, -1.94], [0.00, -0.62, -1.17], [-0.40, 1.25, 3.34], [-0.06, 0.06, 0.35], [0.32, -0.53, -0.38], [-0.28, 0.16, -0.91], [0.19, -0.17, 0.62], [0.33, 0.60, 0.14], [0.56, 0.53, 0.24], [-0.80, -1.13, -0.39], [-1.12, 1.64, -0.03], [-0.33, 0.99, -0.28], [1.46, -2.76, 0.39], [-0.46, -0.24, 0.08], [-0.60, -0.72, 1.09], [0.87, 0.86, -2.06], [0.20, -0.04, 0.23], [-0.75, -0.18, -0.20], [0.14, 0.65, 0.44], [-0.34, -0.52, 0.22], [-0.08, 0.22, -0.18], [0.25, -0.64, -0.01], [0.24, 0.09, -0.04], [0.06, 0.92, -0.28], [0.09, -0.19, -1.20], [0.14, -0.38, 0.06], [-0.14, 0.61, 1.26], [0.29, -0.56, -0.46], [0.30, -0.87, 0.61], [-0.55, 1.37, -0.24], [-0.01, -0.10, 0.29], [-0.24, -0.17, -0.29], [0.08, -0.11, -0.03], [0.72, -1.02, 0.40], [0.79, -0.64, 0.43], [-1.58, 1.70, -0.87], [-0.11, -0.21, -0.64], [0.46, 0.03, -0.36], [-0.19, -0.27, 0.50], [0.13, -0.36, -0.78], [0.97, 0.46, 1.06], [-0.13, 0.30, -0.10], [0.24, 0.18, 0.11], [-0.08, -0.48, 0.01], [2.09, 0.48, -0.42], [-1.69, -0.34, 0.79], [-0.19, 0.62, 0.32], [-0.28, 0.46, -0.28], [0.57, -1.10, 0.09], [0.40, 1.41, 0.31], [0.90, 0.19, 0.21], [-1.36, -1.61, -0.50], [1.70, -2.26, -0.63], [-0.01, 0.28, -0.07], [-2.02, 1.54, 0.91], [0.56, 0.97, 0.48], [0.70, 1.00, 0.68], [-1.19, -2.25, -1.30], [-0.06, 0.01, -0.43], [-0.09, 0.24, -0.39], [-0.19, -0.35, 0.57], [-0.06, 0.56, -0.50], [-0.34, -0.26, -0.40], [0.65, -0.11, 0.99], [-0.28, 0.81, -0.89], [-0.09, 0.81, 1.12], [0.17, -1.73, -1.01], [-0.35, 0.20, -0.04], [0.15, -0.09, -0.16], [0.22, 0.21, 0.48], [-0.23, -0.98, 0.48], [-0.38, 0.01, -1.44], [0.65, 1.08, 1.19], [-1.02, 0.28, -0.23], [0.61, -0.12, 0.24], [0.23, -0.17, 0.04], [-0.88, -0.67, 0.15], [1.04, 0.94, 0.57], [-0.75, 0.62, 0.07], [-0.32, -0.22, 0.47], [0.78, -0.49, -0.41], [-0.74, 0.14, -0.73], [0.07, 0.11, -0.35], [-0.49, -0.51, 0.12], [-0.06, 0.04, 0.27], [-0.23, 0.08, -0.29], [-0.15, -0.48, -0.40], [-0.77, -0.27, 0.11], [0.31, 0.21, 0.11], [0.35, 0.09, 0.33], [1.32, -0.74, 0.36], [-0.77, 0.40, -0.10], [-0.87, 0.46, -0.32], [-0.97, -1.49, 0.96], [-0.67, 1.28, 0.08], [1.25, 0.18, -0.63], [-1.09, -0.40, 0.40], [0.77, 0.66, 0.64], [0.42, 0.18, -1.01], [-0.68, 0.34, -0.31], [0.48, 0.10, 0.43], [0.37, -0.09, 0.52], [1.76, 0.04, -0.40], [-1.10, 0.71, -1.26], [-1.01, -0.43, 1.29], [-1.19, -0.28, 0.53], [0.42, 0.05, -0.08], [0.72, 0.25, -0.32]]
}

=====

No. 3
{
  "formula": "C34H48BrN4O4P2S3Sn",
  "method": "wB97M-V/def2-TZVPD",
  "charge": 3,
  "de_lowest_kj_mol": 261.9,
  "homo_energy_ev": -15.12,
  "orbital_gap_ev": 4.7992,
  "elements": ["Sn", "C", "C", "N", "C", "C", "S", "C", "C", "S", "C", "N", "C", "H", "H", "H", "H", "H", "H", "H", "H", "C", "P", "C", "C", "C", "C", "C", "C", "C", "P", "C", "C", "H", "H", "H", "H", "H", "H", "H", "H", "H", "H", "H", "H", "H", "H", "H", "H", "Br", "C", "C", "C", "C", "C", "C", "C", "O", "O", "H", "H", "H", "H", "C", "N", "C", "C", "O", "N", "C", "C", "H", "H", "H", "H", "H", "H", "H", "H", "H", "H", "H", "H", "O", "S", "C", "C", "C", "C", "H", "H", "H", "H", "H", "H", "H", "H"],
  "xyz": [[0.712759, -0.196347, 0.483190], [-0.662045, 3.256670, -0.919129], [0.776744, 2.964691, -1.191016], [1.417789, 1.847674, -0.892231], [2.744911, 1.904368, -1.312226], [3.091989, 3.059439, -1.920890], [1.753355, 4.109160, -1.977285], [3.629237, 0.774198, -1.005437], [4.935214, 0.622588, -1.331877], [5.545559, -0.814628, -0.645108], [4.028194, -1.156897, 0.044264], [3.120269, -0.250434, -0.235340], [3.782348, -2.352176, 0.916186], [-1.294213, 2.434945, -1.264119], [-0.972936, 4.182800, -1.399074], [-0.810281, 3.350716, 0.153319], [4.047139, 3.339831, -2.339064], [5.565523, 1.270702, -1.923425], [4.485145, -2.374344, 1.749732], [3.912656, -3.282671, 0.360871], [2.769653, -2.318714, 1.315928], [-3.656358, -2.271695, -1.051846], [-2.839651, -0.665767, -0.926927], [-3.468945, -0.013044, 0.617107], [-3.307647, 0.363243, -2.275148], [-4.449771, 1.123601, -2.490792], [-4.527343, 1.829092, -3.686318], [-3.491399, 1.772108, -4.621775], [-2.342177, 1.022071, -4.382605], [-2.263569, 0.328429, -3.180502], [-0.905910, -0.682606, -2.528622], [0.613748, -0.016720, -3.226120], [-1.064666, -2.332939, -3.266671], [-4.702178, -2.070699, -1.299292], [-3.608582, -2.775622, -0.085810], [-3.239803, -2.918647, -1.807855], [-4.553812, -0.156199, 0.538989], [-3.206223, 1.032667, 0.734376], [-3.080389, -0.570793, 1.466933], [-5.256098, 1.169894, -1.770277], [-5.396060, 2.442687, -3.885951], [-3.569090, 2.344919, -5.537557], [-1.536306, 1.016103, -5.107712], [0.696527, 1.051188, -3.041915], [0.542074, -0.228005, -4.297897], [1.486900, -0.522850, -2.809011], [-1.797147, -2.268347, -4.072612], [-1.372644, -3.087460, -2.552541], [-0.093702, -2.626804, -3.663057], [-0.260952, -2.515935, 5.741709], [-0.642414, -0.696769, 5.404193], [-0.905084, 0.168143, 6.454898], [-1.121215, 1.514184, 6.179607], [-1.071421, 1.987299, 4.874418], [-0.847054, 1.100336, 3.828405], [-0.630441, -0.248976, 4.098441], [-0.728933, 1.615210, 2.426311], [-0.444130, 2.769946, 2.204096], [-0.957287, 0.692566, 1.461382], [-0.942629, -0.201083, 7.471198], [-1.313205, 2.198724, 6.996093], [-1.210884, 3.039420, 4.661096], [-0.436078, -0.944133, 3.294945], [1.426010, -5.871172, -1.580449], [1.446886, -4.437089, -1.263461], [2.217068, -3.623241, -2.194770], [0.657150, -3.841714, -0.340396], [0.359885, -2.604938, -0.460721], [0.179105, -4.544101, 0.704083], [0.831135, -5.727949, 1.278582], [-0.837448, -3.952012, 1.572258], [1.425252, -5.977022, -2.665292], [0.525473, -6.338516, -1.195213], [2.300973, -6.392915, -1.193540], [1.760978, -3.627004, -3.188508], [3.221329, -4.037451, -2.288182], [2.283387, -2.602098, -1.831213], [0.266760, -6.638627, 1.081789], [0.886393, -5.591984, 2.358295], [1.841948, -5.837468, 0.901986], [-1.385205, -3.186106, 1.034073], [-0.385194, -3.506581, 2.462401], [-1.525829, -4.733710, 1.893650], [1.702074, 0.637504, 2.126329], [3.065695, 1.290343, 2.477846], [3.568303, 0.442896, 3.992179], [2.987837, 1.248084, 5.152731], [3.168724, 2.709967, 4.749433], [2.605299, 2.819159, 3.332265], [4.660625, 0.451911, 3.992909], [3.213374, -0.585889, 3.922786], [3.502581, 1.009555, 6.082373], [1.927402, 1.015971, 5.277642], [4.227966, 2.975133, 4.759039], [2.653735, 3.396557, 5.420145], [2.994706, 3.661961, 2.762542], [1.513816, 2.841488, 3.303273]],
  "atomic_forces_ev_per_a": [[0.11, 0.77, -0.74], [0.10, -0.10, 0.07], [0.05, -0.30, 0.06], [0.12, 0.29, 0.19], [-0.24, -0.29, 0.37], [0.12, 0.20, -0.22], [0.03, 0.23, -0.20], [-0.27, -0.03, 0.08], [0.22, 0.04, -0.14], [0.23, -0.02, -0.06], [-0.23, 0.04, 0.06], [0.18, -0.17, 0.02], [0.07, 0.08, -0.12], [-0.01, 0.02, -0.09], [0.00, -0.06, -0.07], [0.00, 0.00, 0.18], [-0.04, 0.00, 0.08], [-0.04, -0.05, 0.06], [-0.01, 0.01, 0.00], [-0.03, 0.03, -0.01], [-0.04, -0.02, -0.01], [0.16, -0.06, 0.26], [-0.20, -0.45, -0.25], [0.48, 0.09, 0.25], [-0.17, 0.36, 0.05], [-0.04, -0.11, -0.27], [0.07, -0.01, 0.02], [0.05, -0.02, 0.05], [-0.09, 0.12, 0.01], [0.53, 0.28, -0.55], [-1.66, -0.43, 0.16], [0.48, 0.18, 0.68], [0.21, -0.08, 0.11], [-0.01, 0.03, 0.02], [-0.02, 0.00, -0.01], [0.02, -0.09, -0.22], [0.04, -0.01, -0.09], [-0.05, 0.04, 0.01], [-0.05, 0.01, 0.03], [0.01, 0.00, 0.00], [0.02, 0.00, -0.03], [-0.03, -0.04, 0.02], [-0.05, 0.00, 0.03], [-0.05, -0.04, -0.10], [-0.13, -0.05, 0.01], [-0.07, -0.01, -0.06], [0.03, 0.02, -0.02], [0.05, -0.02, 0.10], [-0.04, 0.01, -0.02], [-0.01, -0.09, 0.02], [0.01, -0.01, -0.02], [-0.04, 0.12, 0.03], [0.05, -0.01, 0.03], [-0.01, 0.02, 0.06], [0.13, -0.14, -0.07], [-0.11, 0.13, -0.05], [-0.45, -0.84, -0.14], [-0.04, 0.11, -0.26], [0.48, 0.89, 0.61], [0.04, 0.02, -0.02], [-0.03, -0.03, -0.03], [-0.02, -0.02, 0.00], [-0.01, -0.04, -0.03], [-0.01, 0.15, -0.03], [0.14, -0.23, -0.07], [-0.08, -0.08, 0.14], [-0.23, 0.66, -0.09], [0.01, -0.87, -0.23], [-0.02, -0.21, 0.22], [-0.07, 0.11, 0.01], [0.12, -0.11, -0.12], [-0.03, 0.00, 0.00], [-0.01, 0.01, 0.02], [0.01, 0.00, 0.00], [0.05, -0.02, -0.02], [0.01, -0.01, -0.03], [0.01, 0.01, 0.04], [0.00, -0.01, -0.02], [0.02, 0.01, 0.01], [0.02, 0.02, -0.02], [-0.02, 0.04, -0.04], [0.00, 0.01, 0.02], [0.02, 0.01, 0.00], [0.12, -0.08, 0.39], [0.05, -0.03, -0.11], [-0.02, 0.01, 0.20], [0.02, 0.07, -0.02], [-0.03, -0.13, 0.01], [0.12, 0.23, 0.08], [-0.01, 0.00, 0.01], [0.03, 0.02, -0.07], [-0.01, -0.02, -0.01], [0.00, -0.02, 0.00], [-0.01, 0.02, 0.02], [-0.03, -0.01, -0.04], [-0.02, -0.03, -0.02], [0.03, -0.02, -0.01]]
}